1.
# C34H74N5O5

A 3-piece molecular cluster, C34H74N5O5 overall in a non-equilibrium geometry (the ωB97M-V functional and the def2-TZVPD basis, the Open Molecules 2025 dataset).

Calculated values
E_HOMO   -0.369 Ha
2S+1   1
Net charge   +1
Calculated total energy   -54123.88072 eV

```
118
Properties=species:S:1:pos:R:3:forces:R:3
C 0.528450 -2.180538 3.018608 -1.399 1.406 -2.851
C -0.125728 -1.509698 1.826421 1.151 -3.616 2.864
N 0.359892 -0.197414 1.239583 -0.139 0.332 1.933
C -0.510421 0.998232 1.513124 -2.031 2.707 0.113
C -1.292982 1.020444 2.945535 -0.647 1.353 0.676
C -2.949014 0.836258 2.815049 -1.908 -2.603 -0.553
C -3.957643 2.058769 3.348616 0.720 -1.255 -0.876
N -3.576416 -0.281505 2.331517 3.323 4.166 1.631
C 0.343781 2.426815 1.347130 -0.968 0.350 -0.986
C 1.600934 2.315703 0.296847 -0.766 0.246 -0.480
C 3.062568 2.012819 0.924329 2.020 0.329 0.640
C 3.854362 0.689374 0.365100 0.274 -0.491 0.763
C 3.150019 1.938798 2.572732 0.883 0.830 0.549
C 4.722852 1.997796 3.141185 -0.383 -0.163 0.854
C 5.487916 3.404556 2.790049 -0.212 -0.128 -0.045
C 1.088983 1.244397 -0.880683 -0.101 0.620 -0.596
C -0.091244 1.970446 -1.758906 -0.863 0.545 -1.014
C 0.458512 3.266447 -2.667470 -1.315 -0.444 -0.472
O -0.725640 3.691283 -3.482788 1.292 1.357 0.718
C 1.639736 2.858330 -3.728114 0.232 1.152 0.676
N 2.895296 3.654709 -3.321490 -0.869 0.303 0.475
C 0.662964 -0.239145 -0.253676 1.681 -1.677 -2.440
C -0.417226 -1.063932 -1.163457 0.286 0.477 -1.242
C 0.345936 -1.347352 -2.627514 -1.617 -0.970 -0.305
C 1.420465 -2.581377 -2.527104 0.116 -0.006 0.797
C 1.243277 -3.740401 -3.680358 0.815 0.777 0.670
H 0.903925 -3.298530 2.836820 -2.095 2.216 0.956
H 0.623576 -1.678293 4.078419 1.011 -0.623 -2.597
H -1.050883 -2.105220 1.373898 2.870 1.416 0.003
H 1.303890 -0.040619 1.708533 -1.342 -0.094 -0.527
H -1.348581 1.010298 0.664680 1.926 -0.288 1.824
H -1.170197 2.129767 3.372436 -0.140 -2.478 -0.964
H -0.827707 0.329077 3.784690 -1.064 1.157 -1.907
H -3.296070 2.893540 3.833313 -1.588 -1.504 -0.905
H -4.752165 1.582564 4.082489 1.804 1.128 -1.478
H -4.531245 2.417210 2.378103 1.250 -0.495 2.151
H -2.845570 -0.965119 2.039659 -0.516 0.482 0.277
H -0.440117 3.157835 0.817332 1.684 -1.611 1.277
H 0.582167 2.941799 2.368495 -0.219 -1.343 -1.903
H 1.666398 3.404179 -0.193462 -0.149 -2.587 0.950
H 3.775656 2.929852 0.639802 -1.731 -1.905 0.589
H 3.901091 0.588226 -0.799596 -0.383 0.130 2.265
H 4.992444 0.646687 0.725631 -2.648 0.399 -0.710
H 3.346763 -0.247993 0.902675 1.111 1.640 -1.462
H 2.624385 2.866431 3.109886 0.987 -2.001 -1.383
H 2.692215 0.971199 3.041713 0.560 1.496 -1.011
H 4.605788 1.931269 4.327333 0.304 0.192 -2.552
H 5.341044 1.032937 2.842840 -1.283 2.138 0.440
H 4.739844 4.277313 3.008177 1.437 -1.541 -0.364
H 5.795390 3.485045 1.646564 -0.524 -0.263 2.493
H 6.438867 3.550406 3.486098 -2.047 -0.386 -1.648
H 1.955570 1.005732 -1.666736 -1.823 0.551 1.980
H -1.023409 2.333986 -1.108944 2.161 -0.685 -1.320
H -0.578539 1.273659 -2.597113 1.253 1.298 1.961
H 0.721484 4.195592 -1.995781 -0.052 -1.982 -1.245
H -0.611071 4.668140 -3.753817 -0.099 -2.367 0.736
H 1.322489 3.244697 -4.794361 0.545 -1.049 2.209
H 1.869774 1.690184 -3.768952 -0.500 2.574 0.148
H 2.937676 3.749590 -2.266036 -0.092 -0.358 -1.704
H 2.809331 4.652503 -3.652688 -0.005 -1.559 0.328
H 1.668754 -0.882170 -0.329679 -2.289 1.302 0.311
H -0.708926 -2.127236 -0.786956 0.749 2.096 -0.354
H -1.417623 -0.463854 -1.353037 2.108 -1.104 0.508
H -0.533428 -1.732924 -3.337766 1.867 0.921 1.460
H 0.750434 -0.370525 -3.127384 -0.567 -1.944 1.103
H 1.296881 -3.114985 -1.467540 0.247 1.185 -2.138
H 2.500026 -2.130550 -2.533628 -1.889 -0.965 -0.135
H 2.234431 -4.404043 -3.631095 -2.305 1.390 -0.376
H 0.319885 -4.414212 -3.417652 1.744 1.416 -0.761
H 1.150749 -3.178472 -4.713572 0.117 -1.589 1.948
C -5.321960 2.251320 7.095799 -0.386 -0.048 -0.013
O -5.966962 1.089269 6.592548 0.647 0.137 -0.075
C -5.051791 0.032287 6.275088 -0.585 -0.574 0.161
C -5.226995 -1.141526 7.252060 0.169 0.659 0.073
N -4.743547 -0.797265 8.591031 -0.129 -0.054 -0.166
C -5.112638 -1.775130 9.620353 -0.165 0.310 0.131
C -6.615417 -1.953191 9.918380 0.298 -0.039 0.517
O -7.224051 -0.807707 10.520212 0.071 -0.362 -0.622
C -7.671351 0.173874 9.593123 -0.121 0.024 0.476
H -6.067014 3.048773 7.170537 0.048 -0.196 -0.049
H -4.914796 2.069054 8.093223 0.191 0.102 -0.002
H -4.526707 2.583721 6.419953 0.046 -0.004 0.096
H -4.011589 0.378791 6.244636 -0.090 0.072 0.211
H -5.311822 -0.313021 5.268642 0.029 -0.054 0.045
H -4.669591 -2.007141 6.877779 -0.016 0.035 0.049
H -6.290876 -1.400927 7.270856 -0.043 -0.062 -0.253
H -5.126812 0.106160 8.860388 0.097 -0.251 -0.097
H -4.622153 -1.452713 10.546542 -0.134 -0.111 -0.068
H -4.679910 -2.748233 9.358943 -0.097 0.062 -0.060
H -6.702964 -2.756648 10.659485 0.017 0.134 -0.045
H -7.184374 -2.290458 9.045814 -0.006 0.195 -0.094
H -7.999400 -0.262196 8.644266 0.135 0.011 0.036
H -6.888270 0.914310 9.426811 -0.018 0.102 -0.261
H -8.520961 0.695932 10.042619 0.085 -0.121 -0.006
C 2.474091 -4.904593 -7.765829 -0.296 0.078 0.054
O 2.284796 -3.633584 -7.158905 0.503 -0.202 0.063
C 3.511271 -3.029272 -6.727513 -0.261 0.627 -0.168
C 3.833629 -1.795845 -7.586435 -0.044 -0.685 -0.147
N 4.218443 -2.179297 -8.946569 -0.177 0.151 0.182
C 4.290663 -1.049364 -9.879301 -0.250 -0.230 -0.140
C 2.978773 -0.295036 -10.177298 0.349 -0.043 -0.522
O 2.017222 -1.071530 -10.896499 0.128 0.265 0.670
C 1.191994 -1.889522 -10.076159 -0.074 0.044 -0.506
H 1.490167 -5.354270 -7.928024 0.110 0.161 0.065
H 2.967770 -4.803052 -8.735276 0.132 -0.158 0.004
H 3.054438 -5.568350 -7.115976 0.028 0.025 -0.106
H 4.344713 -3.742223 -6.718171 -0.149 0.030 -0.192
H 3.350047 -2.699996 -5.695345 0.042 0.014 -0.006
H 4.654494 -1.238706 -7.121836 -0.016 -0.029 -0.060
H 2.945226 -1.155390 -7.593044 -0.068 0.082 0.242
H 3.539780 -2.845781 -9.308284 0.199 0.167 0.126
H 4.670090 -1.450985 -10.826449 -0.086 0.150 0.082
H 5.041508 -0.336465 -9.518016 -0.113 -0.030 0.049
H 3.232943 0.543327 -10.836836 -0.038 -0.132 0.027
H 2.534758 0.154388 -9.283037 -0.093 -0.184 0.087
H 1.004343 -1.445973 -9.093227 0.129 -0.053 -0.025
H 1.633800 -2.881194 -9.973612 -0.074 -0.097 0.257
H 0.231967 -2.013411 -10.585498 0.118 0.078 0.013
```
Forces are in eV/Å.

Atom charges from the Löwdin analysis, given in e for atoms 1 to 8:
1. C 0.07
2. C -0.09
3. N -0.07
4. C -0.22
5. C -0.08
6. C -0.29
7. C -0.05
8. N 0.09

=====

2.
# C3H9N2O

An isolated ion of composition C3H9N2O and charge +1 in a non-equilibrium geometry (the ωB97M-V functional and the def2-TZVPD basis, the Open Molecules 2025 dataset).

Calculated values
E_HOMO   -0.543 Ha
SMILES   C[NH2+]CC(N)=O
2S+1   1
Net charge   +1
Calculated total energy   -8278.36944 eV

```
15
Properties=species:S:1:pos:R:3:forces:R:3
C -0.268108 1.776346 -0.338815 -0.759 1.474 0.230
N 0.805350 0.958022 0.277431 0.099 -0.454 0.491
C 0.362046 -0.382456 0.752266 -0.987 0.510 1.219
C -0.092701 -1.157112 -0.446090 0.239 -0.073 -0.948
N -0.842599 -2.252222 -0.278159 0.083 0.209 -0.069
O 0.233770 -0.707336 -1.533313 -0.169 -0.107 0.067
H -0.013954 2.106982 -1.338268 0.029 -0.480 -0.149
H -0.405000 2.693990 0.245063 0.294 -0.228 0.086
H -1.234628 1.284493 -0.286690 0.224 -0.367 -0.311
H 1.549122 0.746401 -0.379777 0.092 0.227 -0.585
H 1.216419 1.479550 1.050047 0.077 -0.107 0.060
H -0.397231 -0.271082 1.532014 -0.269 0.259 -0.386
H 1.150591 -0.840315 1.291535 1.177 -0.589 0.155
H -1.167104 -2.674924 -1.134268 0.047 -0.303 0.089
H -0.895974 -2.760335 0.587024 -0.176 0.030 0.050
```
Forces are in eV/Å.

Atom charges from the Löwdin analysis, given in e for atoms 1 to 8:
1. C 0.01
2. N 0.02
3. C -0.05
4. C -0.53
5. N 0.21
6. O 0.08
7. H 0.11
8. H 0.11

=====

Across the entries above, relative energy (zero: lowest compared OMol25 entry of this formula, charge and spin) takes the values 11.028; 0.704 eV, respectively.
Across the entries above, frontier orbital gap takes the values 5.683; 11.357 eV, respectively.
Across the entries above, E_LUMO takes the values -4.4; -3.4 eV, respectively.